C13H46O13 | ωB97M-V/def2-TZVPD

## Properties
Energy relative to the best compared isomer or geometry (same formula, charge and spin) ... 21.5 kcal per mole
Charge ... 0
SMILES ... COCCOC.COCCOC.COCCOC.CO.O.O.O.O.O.O
HOMO energy ... -8.586 eV
Orbital gap ... 0.328 hartree

Positions of all 72 atoms, in Å:
C 2.545 -1.425 -1.446
O 2.352 -1.432 -0.055
C 3.450 -1.245 0.807
C 2.919 -1.199 2.227
O 2.378 -2.409 2.658
C 2.334 -2.563 4.047
H 1.707 -2.009 -1.826
H 3.450 -1.961 -1.768
H 2.636 -0.427 -1.884
H 3.916 -0.267 0.635
H 4.185 -2.038 0.644
H 2.188 -0.382 2.294
H 3.775 -0.889 2.845
H 2.180 -3.604 4.325
H 1.546 -1.934 4.473
H 3.277 -2.291 4.539
C 0.211 -5.027 1.970
O -0.921 -4.202 1.897
C -0.707 -3.034 1.149
C 0.155 -1.933 1.786
O -0.326 -1.462 3.030
C -0.461 -2.336 4.116
H -0.004 -5.966 2.480
H 1.049 -4.507 2.452
H 0.657 -5.363 1.019
H -1.707 -2.579 1.090
H -0.429 -3.149 0.094
H 0.293 -1.119 1.078
H 1.168 -2.300 2.011
H -0.639 -1.711 4.995
H 0.473 -2.863 4.348
H -1.291 -3.038 4.049
C 0.488 2.132 -3.539
O 0.804 1.629 -4.813
C -0.355 1.385 -5.593
C -1.166 0.222 -5.053
O -1.933 -0.332 -6.081
C -2.684 -1.473 -5.697
H -0.316 1.533 -3.104
H 0.160 3.178 -3.497
H 1.353 2.119 -2.879
H -0.116 1.312 -6.654
H -0.889 2.345 -5.603
H -1.802 0.578 -4.228
H -0.504 -0.513 -4.576
H -2.062 -2.124 -5.071
H -2.875 -2.033 -6.609
H -3.583 -1.149 -5.171
C -0.210 1.392 0.042
O 0.484 2.610 -0.165
H -0.676 1.034 -0.887
H 0.494 0.582 0.271
H -1.042 1.369 0.747
H 0.202 3.162 0.588
O -3.202 2.913 2.431
H -4.062 2.519 2.245
H -2.888 3.236 1.572
O -0.507 3.995 2.022
H 0.046 3.403 2.556
H -1.055 4.464 2.664
O -1.012 1.286 3.348
H -1.067 0.317 3.397
H -1.922 1.633 3.275
O 1.607 4.977 -0.982
H 2.191 5.003 -0.218
H 1.258 4.062 -0.997
O -2.171 5.698 0.476
H -2.189 6.547 0.930
H -1.235 5.453 0.447
O -3.362 0.972 -1.586
H -3.840 0.970 -2.424
H -2.723 0.255 -1.668

In the Löwdin picture, each atom carries the following charge in e: atom 1 (C): -0.0890, atom 2 (O): -0.2135, atom 3 (C): -0.1746, atom 4 (C): -0.1835, atom 5 (O): -0.2078, atom 6 (C): -0.1034, atom 7 (H): 0.0885, atom 8 (H): 0.0887, atom 9 (H): 0.0875, atom 10 (H): 0.1341, atom 11 (H): 0.1340, atom 12 (H): 0.1438, atom 13 (H): 0.1362, atom 14 (H): 0.1062, atom 15 (H): 0.0784, atom 16 (H): 0.1060, atom 17 (C): -0.1042, atom 18 (O): -0.1704, atom 19 (C): -0.1875, atom 20 (C): -0.1905, atom 21 (O): -0.1802, atom 22 (C): -0.1200, atom 23 (H): 0.0901, atom 24 (H): 0.0711, atom 25 (H): 0.0936, atom 26 (H): 0.1258, atom 27 (H): 0.1233, atom 28 (H): 0.0941, atom 29 (H): 0.0188, atom 30 (H): 0.1060, atom 31 (H): 0.0372, atom 32 (H): 0.0978, atom 33 (C): -0.1152, atom 34 (O): -0.1752, atom 35 (C): -0.1903, atom 36 (C): -0.2352, atom 37 (O): -0.1823, atom 38 (C): -0.0934, atom 39 (H): 0.0612, atom 40 (H): 0.0999, atom 41 (H): 0.0860, atom 42 (H): 0.1298, atom 43 (H): 0.1268, atom 44 (H): 0.1045, atom 45 (H): 0.1319, atom 46 (H): 0.0858, atom 47 (H): 0.0882, atom 48 (H): 0.0862, atom 49 (C): -0.1265, atom 50 (O): -0.1369, atom 51 (H): 0.0548, atom 52 (H): 0.0593, atom 53 (H): 0.0779, atom 54 (H): 0.0319, atom 55 (O): -0.0569, atom 56 (H): 0.0580, atom 57 (H): 0.0378, atom 58 (O): -0.0625, atom 59 (H): 0.0632, atom 60 (H): 0.0674, atom 61 (O): -0.0810, atom 62 (H): 0.0124, atom 63 (H): 0.0085, atom 64 (O): -0.0751, atom 65 (H): 0.0293, atom 66 (H): -0.0044, atom 67 (O): -0.0556, atom 68 (H): 0.0406, atom 69 (H): 0.0190, atom 70 (O): -0.0578, atom 71 (H): 0.0318, atom 72 (H): 0.0196

=====

C13H46O15 | ωB97M-V/def2-TZVPD

## Properties
Charge ... 0
SMILES ... CC(C)O.OCCO.OCCO.OCCO.OCCO.OCCO.O.O.O.O
HOMO energy ... -9.716 eV
Orbital gap ... 0.354 hartree

Positions of all 74 atoms, in Å:
C -2.650 2.200 -2.214
C -2.650 3.637 -1.800
C -2.129 4.726 -2.775
O -3.980 3.978 -1.640
H -3.283 1.604 -1.555
H -1.684 1.777 -1.940
H -2.801 2.092 -3.288
H -2.152 3.661 -0.831
H -1.091 4.518 -3.033
H -2.237 5.707 -2.311
H -2.567 4.734 -3.772
H -4.457 3.971 -2.473
O 0.160 2.874 2.483
C 0.060 4.258 2.819
C -1.304 4.551 3.347
O -1.458 4.013 4.695
H 0.636 2.751 1.659
H 0.770 4.653 3.545
H 0.277 4.837 1.921
H -2.028 4.097 2.670
H -1.446 5.631 3.370
H -1.249 3.084 4.814
O -1.039 0.484 6.485
C 0.224 0.001 5.985
C 1.438 0.548 6.771
O 1.536 -0.147 8.005
H -1.311 0.113 7.328
H 0.196 -1.086 6.064
H 0.445 0.082 4.921
H 1.306 1.621 6.910
H 2.330 0.596 6.145
H 0.650 -0.371 8.300
O 1.213 -4.597 2.286
C 1.125 -5.954 1.890
C 1.344 -5.983 0.337
O 0.164 -5.950 -0.418
H 1.071 -3.996 1.551
H 1.843 -6.538 2.467
H 0.080 -6.190 2.087
H 1.726 -6.978 0.109
H 2.057 -5.296 -0.117
H 0.504 -5.703 -1.281
O -2.542 -1.395 -5.148
C -2.779 -2.739 -4.809
C -2.567 -2.867 -3.259
O -1.151 -2.643 -2.987
H -1.612 -1.321 -4.923
H -3.729 -3.116 -5.188
H -2.109 -3.477 -5.248
H -2.901 -3.794 -2.794
H -3.110 -2.071 -2.750
H -0.916 -2.397 -2.089
O 4.281 -0.477 -4.907
C 3.495 0.715 -4.983
C 1.947 0.538 -4.704
O 1.561 -0.302 -5.668
H 5.121 -0.422 -5.369
H 3.842 1.420 -4.228
H 3.785 1.106 -5.959
H 1.365 1.448 -4.855
H 1.628 0.028 -3.795
H 2.312 -0.711 -6.105
O 0.768 -1.329 0.895
H 0.040 -0.932 1.374
H 1.042 -0.655 0.274
O 4.240 -1.384 1.491
H 3.366 -1.754 1.362
H 4.816 -1.941 0.968
O 2.604 1.203 -0.830
H 3.484 0.872 -0.650
H 2.740 2.110 -1.103
O -2.506 -0.659 2.190
H -2.903 0.196 2.024
H -3.248 -1.259 2.257

In the Löwdin picture, each atom carries the following charge in e: atom 1 (C): -0.0619, atom 2 (C): -0.5147, atom 3 (C): -0.0480, atom 4 (O): -0.0630, atom 5 (H): 0.0843, atom 6 (H): 0.0695, atom 7 (H): 0.0879, atom 8 (H): 0.1320, atom 9 (H): 0.0670, atom 10 (H): 0.0793, atom 11 (H): 0.0763, atom 12 (H): 0.0950, atom 13 (O): -0.0637, atom 14 (C): -0.2647, atom 15 (C): -0.2220, atom 16 (O): -0.0711, atom 17 (H): 0.0738, atom 18 (H): 0.1189, atom 19 (H): 0.1152, atom 20 (H): 0.1129, atom 21 (H): 0.1217, atom 22 (H): 0.0690, atom 23 (O): -0.0687, atom 24 (C): -0.2231, atom 25 (C): -0.2375, atom 26 (O): -0.0611, atom 27 (H): 0.0757, atom 28 (H): 0.1148, atom 29 (H): 0.1136, atom 30 (H): 0.1097, atom 31 (H): 0.1158, atom 32 (H): 0.0695, atom 33 (O): -0.0935, atom 34 (C): -0.1953, atom 35 (C): -0.2570, atom 36 (O): -0.0688, atom 37 (H): 0.0571, atom 38 (H): 0.1164, atom 39 (H): 0.1151, atom 40 (H): 0.1045, atom 41 (H): 0.1206, atom 42 (H): 0.0828, atom 43 (O): -0.0547, atom 44 (C): -0.2448, atom 45 (C): -0.1962, atom 46 (O): -0.0964, atom 47 (H): 0.0721, atom 48 (H): 0.1156, atom 49 (H): 0.1105, atom 50 (H): 0.1065, atom 51 (H): 0.1065, atom 52 (H): 0.0741, atom 53 (O): -0.0771, atom 54 (C): -0.2131, atom 55 (C): -0.2600, atom 56 (O): -0.0692, atom 57 (H): 0.0866, atom 58 (H): 0.0975, atom 59 (H): 0.1193, atom 60 (H): 0.1179, atom 61 (H): 0.1152, atom 62 (H): 0.0835, atom 63 (O): -0.0378, atom 64 (H): 0.0178, atom 65 (H): 0.0123, atom 66 (O): -0.0488, atom 67 (H): 0.0074, atom 68 (H): 0.0295, atom 69 (O): -0.0463, atom 70 (H): 0.0335, atom 71 (H): 0.0311, atom 72 (O): -0.0420, atom 73 (H): 0.0307, atom 74 (H): 0.0347

=====

C13H48FN19O11Si2 | ωB97M-V/def2-TZVPD

## Properties
Energy relative to the best compared isomer or geometry (same formula, charge and spin) ... 97.3 kcal per mole
Charge ... 0
HOMO energy ... -8.271 eV
Orbital gap ... 0.305 hartree

Positions of all 94 atoms, in Å:
C -2.952 -0.341 1.308
N -3.402 1.103 1.262
C -4.924 1.220 1.103
Si -5.731 0.698 2.774
O -7.434 1.095 2.936
Si -8.344 0.762 1.469
C -9.998 -0.099 2.039
C -11.274 0.206 1.052
O -12.467 -0.378 1.345
F -11.247 1.091 -0.142
H -2.927 -0.805 2.402
H -3.591 -1.073 0.636
H -1.832 -0.438 0.913
H -2.965 1.570 0.429
H -5.126 2.391 0.989
H -5.337 0.670 0.155
H -5.416 -0.707 3.062
H -5.028 1.476 3.827
H -8.582 2.072 0.816
H -7.651 -0.115 0.512
H -9.818 -1.267 2.067
H -10.326 0.206 3.132
C 0.080 1.361 -0.274
O -0.989 0.771 -0.297
N 0.254 2.528 0.372
N 1.180 0.896 -0.894
H 1.126 3.028 0.402
H -0.550 2.912 0.852
H 1.093 0.020 -1.392
H 2.069 1.367 -0.886
C 3.056 2.082 -4.469
O 4.055 2.015 -3.770
N 1.825 1.796 -4.007
N 3.097 2.448 -5.763
H 0.991 1.846 -4.567
H 1.751 1.516 -3.038
H 4.004 2.672 -6.150
H 2.285 2.509 -6.354
C 2.678 -0.894 2.217
O 3.494 -0.047 1.889
N 1.355 -0.656 2.245
N 3.030 -2.140 2.581
H 0.668 -1.341 2.513
H 1.047 0.270 1.978
H 4.018 -2.361 2.574
H 2.373 -2.851 2.855
C -4.144 4.710 4.899
O -3.144 4.284 4.343
N -5.309 4.902 4.255
N -4.169 5.027 6.206
H -6.143 5.252 4.696
H -5.333 4.676 3.269
H -3.312 4.898 6.728
H -4.983 5.379 6.682
C -6.022 -3.673 3.962
O -5.206 -2.826 3.634
N -7.345 -3.435 3.990
N -5.670 -4.919 4.326
H -8.032 -4.120 4.258
H -7.653 -2.509 3.723
H -4.682 -5.140 4.319
H -6.327 -5.630 4.600
C 6.155 -3.240 0.656
O 5.973 -3.748 1.751
N 5.917 -1.939 0.408
N 6.611 -3.936 -0.401
H 6.062 -1.503 -0.487
H 5.573 -1.380 1.177
H 6.803 -4.919 -0.258
H 6.768 -3.535 -1.311
C 6.488 3.572 -7.406
O 5.675 2.797 -6.929
N 6.221 4.337 -8.480
N 7.725 3.731 -6.901
H 6.878 4.981 -8.888
H 5.301 4.248 -8.892
H 7.967 3.174 -6.092
H 8.409 4.365 -7.280
C 0.878 -5.264 3.337
O 1.694 -4.417 3.009
N -0.445 -5.026 3.365
N 1.230 -6.510 3.701
H -1.132 -5.710 3.633
H -0.753 -4.100 3.098
H 2.218 -6.731 3.694
H 0.573 -7.221 3.975
C 10.478 0.611 -7.023
O 11.294 1.458 -7.352
N 9.155 0.848 -6.995
N 10.830 -0.636 -6.660
H 8.468 0.164 -6.728
H 8.847 1.774 -7.262
H 11.818 -0.856 -6.667
H 10.173 -1.347 -6.386

In the Löwdin picture, each atom carries the following charge in e: atom 1 (C): -0.1934, atom 2 (N): -0.1880, atom 3 (C): -0.3794, atom 4 (Si): 0.5572, atom 5 (O): -0.4915, atom 6 (Si): 0.5607, atom 7 (C): -0.2160, atom 8 (C): -0.2175, atom 9 (O): -0.0305, atom 10 (F): -0.0443, atom 11 (H): 0.0831, atom 12 (H): 0.0926, atom 13 (H): 0.0674, atom 14 (H): 0.0786, atom 15 (H): 0.0993, atom 16 (H): 0.0727, atom 17 (H): -0.0464, atom 18 (H): -0.0225, atom 19 (H): -0.0206, atom 20 (H): -0.0214, atom 21 (H): 0.1033, atom 22 (H): 0.1170, atom 23 (C): -0.7017, atom 24 (O): -0.0167, atom 25 (N): 0.1772, atom 26 (N): 0.1604, atom 27 (H): 0.1088, atom 28 (H): 0.1174, atom 29 (H): 0.1228, atom 30 (H): 0.1083, atom 31 (C): -0.7217, atom 32 (O): 0.0143, atom 33 (N): 0.1497, atom 34 (N): 0.1552, atom 35 (H): 0.0977, atom 36 (H): 0.0601, atom 37 (H): 0.0460, atom 38 (H): 0.0959, atom 39 (C): -0.7160, atom 40 (O): -0.0089, atom 41 (N): 0.1650, atom 42 (N): 0.1731, atom 43 (H): 0.0952, atom 44 (H): 0.0870, atom 45 (H): 0.0833, atom 46 (H): 0.0276, atom 47 (C): -0.7304, atom 48 (O): 0.0152, atom 49 (N): 0.1502, atom 50 (N): 0.1456, atom 51 (H): 0.0964, atom 52 (H): 0.1068, atom 53 (H): 0.1115, atom 54 (H): 0.0949, atom 55 (C): -0.7114, atom 56 (O): -0.0067, atom 57 (N): 0.1580, atom 58 (N): 0.1488, atom 59 (H): 0.0999, atom 60 (H): 0.1025, atom 61 (H): 0.1066, atom 62 (H): 0.0981, atom 63 (C): -0.7195, atom 64 (O): 0.0143, atom 65 (N): 0.1663, atom 66 (N): 0.1426, atom 67 (H): 0.1019, atom 68 (H): 0.0880, atom 69 (H): 0.1082, atom 70 (H): 0.0948, atom 71 (C): -0.6838, atom 72 (O): 0.0198, atom 73 (N): 0.1610, atom 74 (N): 0.1537, atom 75 (H): 0.1029, atom 76 (H): 0.1160, atom 77 (H): 0.1138, atom 78 (H): 0.1124, atom 79 (C): -0.6756, atom 80 (O): 0.0229, atom 81 (N): 0.1618, atom 82 (N): 0.1599, atom 83 (H): 0.0983, atom 84 (H): 0.1136, atom 85 (H): 0.1189, atom 86 (H): 0.1005, atom 87 (C): -0.7221, atom 88 (O): 0.0178, atom 89 (N): 0.1558, atom 90 (N): 0.1465, atom 91 (H): 0.1047, atom 92 (H): 0.0690, atom 93 (H): 0.1123, atom 94 (H): 0.0971

=====

C13H4BiCl10O | ωB97M-V/def2-TZVPD

## Properties
Charge ... +1
HOMO energy ... -11.724 eV
Orbital gap ... 0.237 hartree

Positions of all 29 atoms, in Å:
Bi 6.242 -14.555 0.986
Cl 3.512 -14.637 7.577
C 4.132 -14.211 6.056
C 4.790 -15.151 5.325
C 5.417 -14.736 4.131
Cl 6.308 -16.052 3.234
C 5.369 -13.437 3.621
O 5.927 -13.021 2.504
C 4.722 -12.480 4.451
Cl 4.642 -10.832 3.903
C 4.093 -12.862 5.609
H 4.853 -16.191 5.612
H 3.433 -12.153 6.101
Cl 6.681 -12.437 -1.087
C 8.179 -12.589 -0.235
C 8.321 -13.585 0.746
C 9.495 -13.561 1.541
Cl 9.599 -14.548 2.923
C 10.548 -12.662 1.301
Cl 11.939 -12.616 2.378
C 10.454 -11.764 0.229
Cl 11.790 -10.863 -0.259
C 9.199 -11.623 -0.444
Cl 9.011 -10.552 -1.802
Cl 6.021 -16.028 -2.193
C 6.245 -17.767 -1.972
Cl 5.091 -18.363 -0.760
H 7.292 -17.847 -1.553
H 6.223 -18.388 -2.898

In the Löwdin picture, each atom carries the following charge in e: atom 1 (Bi): 1.6411, atom 2 (Cl): 0.7533, atom 3 (C): -0.6904, atom 4 (C): -0.1308, atom 5 (C): -0.4684, atom 6 (Cl): 0.6234, atom 7 (C): -0.4870, atom 8 (O): -0.3450, atom 9 (C): -0.5659, atom 10 (Cl): 0.7458, atom 11 (C): -0.0886, atom 12 (H): 0.1132, atom 13 (H): 0.1210, atom 14 (Cl): 0.6823, atom 15 (C): -0.7336, atom 16 (C): -0.3868, atom 17 (C): -0.7194, atom 18 (Cl): 0.7175, atom 19 (C): -0.6568, atom 20 (Cl): 0.6911, atom 21 (C): -0.7062, atom 22 (Cl): 0.7753, atom 23 (C): -0.6472, atom 24 (Cl): 0.7036, atom 25 (Cl): 0.4620, atom 26 (C): -1.0101, atom 27 (Cl): 0.4999, atom 28 (H): 0.0451, atom 29 (H): 0.0618

=====

Q: What is the formula in the third record?
A: C13H48FN19O11Si2

=====

Q: Which of these has the lowest HOMO energy?
A: C13H4BiCl10O